A molecular structure, C41H49BCl2N8O3PSZr. Source: OMol25; level of theory: ωB97M-V with the def2-TZVPD basis set.

Calculated values
Charge   +1
Highest occupied orbital energy   -9.937 eV

Each line ends with the Mulliken charge.
Cartesian coordinates (Å):
Zr 0.803 -0.520 1.080  -0.987
Cl -0.039 -3.809 -2.971  -0.117
Cl -0.705 -1.932 -0.826  0.292
S -0.732 -0.494 -3.762  -0.083
P -2.671 0.498 0.123  2.041
O -0.292 -1.930 2.122  -0.640
O 0.220 0.591 -0.578  -0.134
O 0.519 1.660 1.269  -0.486
N -0.538 1.758 -5.165  -0.064
N 2.808 0.140 0.162  0.266
N 1.392 0.056 3.135  0.444
N 3.763 0.256 1.124  0.370
N 2.714 0.073 3.410  0.651
N 0.576 0.061 -6.017  0.187
N 3.274 -1.972 2.103  -0.078
N 2.228 -2.242 1.283  0.460
C 5.032 -3.175 3.417  -1.441
C 0.801 1.121 -6.976  -0.590
C -4.619 2.636 -0.126  -0.323
C -4.306 4.719 1.035  -0.626
C -3.480 -0.474 1.473  -0.894
C 1.144 -4.269 0.331  -1.234
C -1.175 -1.051 1.873  1.463
C -0.704 0.916 4.185  -0.446
C 2.937 0.689 4.586  1.209
C -4.861 -1.073 -3.612  -0.626
C 3.863 -3.114 2.504  0.888
C 0.100 2.994 -0.693  -1.648
C -5.285 -1.309 2.809  -0.814
C -4.232 -1.365 -1.314  -0.808
C -4.393 -2.044 3.580  -0.801
C 1.186 -1.228 -6.137  -0.752
C 1.711 1.104 5.075  -2.118
C 4.279 0.842 5.205  -1.303
C -5.033 3.926 0.163  -0.769
C -3.647 0.655 -2.472  -0.599
C 2.163 -3.573 1.163  0.918
C 4.534 1.308 -0.652  -1.839
C -3.461 2.132 0.452  0.696
C -1.333 -3.118 -2.014  -0.546
C 3.179 -4.163 1.915  -1.637
C 6.041 1.258 1.436  -1.398
C -3.043 -2.024 3.291  -0.270
C -3.156 4.222 1.625  -0.945
C 0.769 0.696 4.129  0.743
C 0.288 1.695 0.033  1.671
C -4.834 -0.523 1.759  0.220
C 2.593 0.806 -2.252  -1.249
C 3.276 0.764 -0.928  1.174
C 4.814 0.959 0.655  0.964
C -0.232 0.444 -5.016  -0.381
C -4.257 0.174 -3.616  -0.794
C -4.844 -1.841 -2.460  -0.734
C -0.033 2.290 -6.415  -0.594
C -2.735 2.941 1.326  -0.707
C -2.580 -1.240 2.232  0.134
C -3.645 -0.105 -1.303  0.316
B 3.727 -0.548 2.437  -0.512
H -4.758 -2.625 4.413  0.440
H -5.303 -2.818 -2.457  0.462
H 3.387 -5.209 2.003  0.523
H 0.787 -1.764 -7.002  0.319
H -4.630 5.726 1.244  0.405
H -1.132 0.897 3.179  -0.468
H -0.908 1.879 4.650  0.438
H 1.296 -5.342 0.407  0.386
H -4.254 0.764 -4.522  0.425
H 1.236 -3.977 -0.716  0.061
H 0.115 2.821 -1.764  0.139
H 4.810 -2.692 4.367  0.242
H 1.656 0.252 -2.242  -0.170
H 2.391 1.839 -2.538  0.305
H 0.956 -1.788 -5.231  0.075
H 2.268 -1.127 -6.249  0.322
H -2.580 4.840 2.297  0.456
H 4.799 -0.566 2.917  -0.147
H -4.224 -1.971 -0.420  0.438
H 4.180 1.322 6.175  0.371
H -1.183 0.144 4.790  0.281
H -5.196 2.026 -0.806  0.455
H -1.355 2.140 -4.722  0.240
H -0.862 3.418 -0.413  0.315
H 1.866 1.373 -7.028  0.306
H 3.248 0.378 -3.011  0.522
H 0.471 0.806 -7.973  0.327
H 6.577 0.343 1.680  0.278
H 5.800 1.762 2.368  0.175
H 1.526 1.621 5.994  0.553
H -1.824 2.555 1.765  0.335
H -0.849 2.576 -7.085  0.305
H -5.345 -1.442 -4.504  0.412
H 5.890 -2.670 2.978  0.278
H 6.698 1.897 0.854  0.396
H 0.876 3.697 -0.397  0.481
H 5.152 1.869 -1.323  0.550
H -6.340 -1.346 3.035  0.454
H 4.930 1.450 4.581  0.199
H 0.138 -4.030 0.681  0.201
H -2.342 -2.597 3.880  0.561
H -3.173 1.628 -2.470  0.588
H -1.835 -3.918 -1.475  0.509
H 5.293 -4.214 3.598  0.399
H 0.587 3.170 -6.217  0.294
H -5.532 0.049 1.165  0.539
H -2.002 -2.582 -2.686  0.197
H -5.924 4.320 -0.304  0.453
H 4.751 -0.129 5.336  0.251

Forces on atoms 1 to 6 (eV/Å):
Zr 1.14 -0.03 0.57
Cl 0.05 -0.23 -0.14
Cl -0.80 -0.37 -0.85
S -0.27 -0.13 0.48
P -1.58 0.57 -0.11
O -1.42 -0.22 0.64

A molecular structure, C41H49Ge2N2OPPdSi. Source: OMol25; level of theory: ωB97M-V with the def2-TZVPD basis set.

Calculated values
Charge   +1
Highest occupied orbital energy (alpha / beta)   -10.495 / -10.712 eV
2S+1   2

Each line ends with the Mulliken charge.
Cartesian coordinates (Å):
Pd 0.471 -0.636 0.330  0.517
Ge -0.751 1.387 0.665  -0.375
Ge 0.537 3.499 1.282  0.829
P 0.328 -0.872 -2.067  1.821
Si -1.499 -3.685 0.892  0.310
O -0.944 -2.277 0.488  -0.040
N 2.662 -0.299 0.589  0.803
N 0.825 -0.962 2.477  0.343
C 0.803 2.876 -3.534  -0.376
C -0.318 1.631 -5.254  -0.856
C 2.297 -0.258 4.221  -0.526
C 3.560 -0.201 -0.388  -0.336
C 1.339 3.079 3.060  -1.034
C 3.443 -3.502 -4.202  -0.608
C -1.165 -4.257 2.693  -1.282
C -1.838 2.970 -1.612  -0.027
C 1.274 -0.343 5.142  -0.872
C -4.002 0.983 4.136  -0.803
C -0.367 0.522 -4.430  -0.536
C -2.686 3.204 -2.678  -0.759
C 2.094 3.822 0.076  -1.125
C -2.040 1.234 2.174  1.579
C -2.822 0.086 2.250  -0.270
C 2.055 -0.585 2.885  0.321
C 0.026 -0.785 4.713  -1.093
C -1.988 1.836 -0.825  0.114
C -3.798 -0.037 3.222  -0.807
C 2.331 -1.379 -4.029  -0.361
C -3.432 -3.569 0.756  -1.194
C 2.805 -3.935 -3.049  -0.706
C -0.500 5.206 1.342  -1.287
C 4.446 -0.697 2.133  -1.048
C 1.649 -1.828 -2.903  0.777
C 5.368 -0.615 1.111  -0.641
C 1.922 -3.097 -2.395  -0.413
C -2.249 2.248 3.098  -0.437
C -3.706 2.314 -2.973  -0.729
C -3.224 2.126 4.072  -0.924
C -0.152 -1.072 3.376  -0.255
C 0.181 0.583 -3.153  1.041
C 0.272 2.806 -4.813  -0.929
C -0.969 -5.100 -0.287  -1.300
C 3.087 -0.518 1.854  0.585
C 0.760 1.766 -2.710  0.365
C 4.918 -0.340 -0.180  -1.117
C -1.135 -1.881 -2.499  -1.053
C -3.020 0.953 -1.127  -0.106
C 3.215 -2.221 -4.679  -0.742
C -3.879 1.188 -2.185  -0.719
H 5.606 -0.241 -1.004  0.516
H 2.682 2.921 -0.080  0.239
H 1.176 1.792 -1.706  -0.648
H 1.250 3.796 -3.187  0.419
H -0.851 5.474 0.352  0.393
H -3.831 -4.567 0.639  0.511
H 6.417 -0.764 1.307  0.457
H 2.040 2.255 2.955  0.160
H -1.052 3.677 -1.384  0.232
H -0.726 1.569 -6.250  0.478
H 3.164 -0.003 -1.380  0.521
H -1.040 -2.838 -1.992  -0.190
H 1.778 4.208 -0.888  0.202
H -0.109 -4.457 2.847  0.337
H -0.820 -0.387 -4.797  0.329
H 3.272 0.085 4.522  0.454
H -3.380 2.930 4.774  0.466
H 1.438 -0.068 6.171  0.436
H 0.165 5.987 1.698  0.493
H 2.986 -4.932 -2.673  0.464
H -3.720 -2.968 -0.097  0.267
H -1.274 -6.055 0.124  0.463
H 0.109 -5.128 -0.407  0.315
H -3.833 -3.127 1.658  0.242
H -2.650 -0.718 1.542  -0.212
H -1.469 -3.516 3.425  0.309
H -4.765 0.891 4.894  0.412
H 2.730 4.567 0.547  0.512
H 3.712 -1.879 -5.575  0.451
H 1.880 3.942 3.435  0.546
H 1.413 -3.419 -1.493  0.073
H -1.192 -2.034 -3.574  0.714
H -1.109 -1.403 2.997  0.501
H 0.322 3.661 -5.469  0.414
H -1.414 -5.016 -1.275  0.376
H -1.708 -5.170 2.912  0.456
H 4.117 -4.162 -4.726  0.412
H -2.545 4.082 -3.287  0.475
H -4.402 -0.930 3.266  0.498
H 2.155 -0.385 -4.414  0.392
H -1.356 5.149 2.002  0.414
H -0.792 -0.899 5.403  0.577
H 4.761 -0.932 3.136  0.530
H -4.373 2.499 -3.802  0.417
H -1.661 3.156 3.048  -0.097
H -2.032 -1.377 -2.144  0.257
H 0.591 2.795 3.793  0.347
H -4.688 0.501 -2.397  0.463
H -3.151 0.073 -0.510  0.480

Forces on atoms 1 to 6 (eV/Å):
Pd -0.05 -2.38 -0.11
Ge -1.13 2.38 0.08
Ge 0.76 -0.24 -0.02
P -1.02 0.46 -0.66
Si -2.04 -1.84 0.40
O 1.41 2.19 -0.50

A molecular structure, C41H49IInO11. Source: OMol25; level of theory: ωB97M-V with the def2-TZVPD basis set.

Calculated values
Charge   -1
Highest occupied orbital energy   -4.980 eV

Each line ends with the Mulliken charge.
Cartesian coordinates (Å):
I 5.767 6.084 -3.619  -0.533
In 4.376 3.633 -3.583  0.564
O -10.014 -3.912 5.227  -0.554
O -3.954 -5.065 5.345  -0.556
O 5.359 -0.457 -4.262  -0.546
O 5.580 -9.917 1.626  -0.540
O -7.582 1.195 2.271  -0.580
O -0.142 -6.621 2.019  -0.530
O 1.774 -8.336 4.948  -0.531
O 7.179 3.764 1.611  -0.570
O -3.303 2.761 -0.416  -0.482
O -5.737 -2.364 2.527  -0.552
O 6.130 2.306 2.903  -0.389
C 4.244 0.098 -3.467  -0.549
C 4.538 -10.183 3.717  -0.387
C -8.999 -2.245 3.908  -0.508
C -2.790 4.207 -3.362  -1.111
C -2.908 -4.777 3.255  -0.227
C -0.016 4.892 -6.296  -0.332
C 5.513 0.814 -3.643  0.429
C 5.567 2.021 -4.525  -1.221
C 2.429 3.975 -4.569  -0.784
C -1.013 -6.263 2.784  0.471
C -4.279 2.399 0.199  0.282
C 4.075 3.157 -1.442  -0.899
C 4.913 2.231 3.649  -0.253
C 2.816 -8.056 2.853  -0.150
C -4.317 1.088 0.896  -0.527
C -7.927 -1.847 3.227  -0.265
C 5.173 3.653 -0.499  -0.498
C -6.752 -4.018 3.843  -0.059
C -6.569 2.861 0.959  -0.464
C -3.076 -5.421 4.585  0.436
C -2.136 -6.509 4.949  -0.553
C 4.940 3.186 0.946  -0.465
C -0.697 6.194 -5.859  -0.640
C -1.823 5.350 -3.726  0.063
C -2.020 5.944 -5.133  -0.887
C 3.772 -8.456 2.019  -0.425
C 2.389 5.223 -5.476  -0.386
C -6.596 1.551 1.653  0.639
C -1.951 -5.171 2.420  -0.523
C -5.391 0.691 1.574  -0.129
C 2.647 -8.692 4.182  0.493
C 6.171 3.157 1.817  0.507
C -5.493 3.255 0.283  -0.374
C 3.583 -9.784 4.551  -0.376
C -9.035 -3.554 4.609  0.266
C -7.824 -4.411 4.525  -0.495
C -6.726 -2.712 3.147  0.815
C 4.708 -9.549 2.382  0.341
C -1.178 -6.903 4.114  -0.173
C 1.450 5.075 -6.682  -1.150
C 4.069 0.998 3.307  -1.089
H 4.345 3.155 3.528  0.320
H -2.555 6.894 -5.039  0.334
H -0.799 4.982 -3.636  -0.158
H -3.657 4.212 -4.028  0.403
H 1.787 4.204 -7.254  0.366
H 1.681 4.088 -3.776  0.135
H 6.167 0.853 -2.772  0.327
H 5.185 1.725 -5.503  0.401
H -7.871 -0.890 2.717  0.320
H 2.112 6.096 -4.879  0.198
H -5.446 -0.266 2.082  0.322
H -5.442 4.204 -0.236  0.435
H -0.084 4.152 -5.493  0.219
H -7.869 -5.358 5.049  0.434
H -0.475 -7.689 4.358  0.310
H -3.422 0.484 0.815  0.464
H -2.279 -6.955 5.925  0.431
H 3.408 0.362 -4.106  0.204
H -2.306 3.232 -3.412  0.293
H -5.853 -4.613 3.771  0.114
H 4.614 0.390 2.583  0.325
H 6.164 3.321 -0.819  0.322
H -3.165 4.322 -2.347  0.161
H 1.551 5.947 -7.340  0.383
H 3.114 3.572 -1.113  0.331
H -0.023 6.776 -5.224  0.230
H -3.601 -3.979 3.014  0.504
H -9.892 -1.639 3.989  0.451
H -2.626 5.271 -5.747  0.373
H -1.933 6.144 -2.985  0.489
H 4.166 3.801 1.418  0.284
H 6.605 2.341 -4.617  0.253
H -0.890 6.784 -6.762  0.376
H 3.436 -10.228 5.528  0.413
H 3.917 -8.012 1.042  0.432
H 5.233 -10.977 3.959  0.396
H -1.804 -4.721 1.446  0.447
H 4.073 -0.586 -2.646  0.314
H 2.116 -7.269 2.607  0.331
H 3.386 5.433 -5.874  0.400
H 2.124 3.099 -5.154  0.427
H 4.531 2.171 0.925  0.199
H 3.854 0.401 4.191  0.320
H 5.228 2.192 4.692  0.364
H 3.131 1.275 2.824  0.312
H -0.585 4.490 -7.143  0.367
H 5.201 4.744 -0.517  0.254
H 4.002 2.065 -1.349  0.210
H -7.465 3.463 1.037  0.413

Forces on atoms 1 to 6 (eV/Å):
I 0.02 -0.02 -0.04
In -0.38 -0.22 0.10
O -0.02 0.01 0.00
O -0.02 -0.05 -0.01
O -0.18 0.07 0.19
O 0.00 -0.01 -0.01

A molecular structure, C41H50AsCeO4P2S. Source: OMol25; level of theory: ωB97M-V with the def2-TZVPD basis set.

Calculated values
Charge   +2
Highest occupied orbital energy (alpha / beta)   -13.041 / -13.041 eV
2S+1   2

Each line ends with the Mulliken charge.
Cartesian coordinates (Å):
Ce -0.384 0.504 -0.489  0.874
As 1.867 0.065 1.939  0.463
S 1.664 1.453 -2.309  0.144
P -0.977 -1.992 -1.930  -1.363
P -0.821 3.613 -0.467  1.238
O -0.216 -1.801 -0.575  -0.008
O -2.278 -2.852 -1.847  0.069
O -0.128 -2.594 -3.047  0.419
O -1.351 -0.518 -2.251  0.300
C 5.626 2.651 2.314  -0.949
C -1.785 -2.511 -4.950  -1.364
C -0.118 -1.110 5.978  -0.613
C -0.289 -1.863 4.830  -0.907
C 0.791 -0.055 5.979  -0.488
C -4.718 4.389 -1.641  -0.546
C -3.526 4.561 -1.005  -0.572
C -1.928 1.818 3.647  -0.627
C -2.454 3.711 -1.338  0.096
C 3.870 -3.675 1.304  -1.038
C 2.851 -2.751 1.506  -0.265
C 4.432 -0.950 1.720  0.204
C -4.662 -2.692 -1.524  -1.862
C 1.167 -0.349 3.650  0.741
C -0.409 -3.076 -4.550  1.642
C -0.107 5.280 -0.297  -1.330
C -2.236 2.039 1.283  -0.976
C 3.350 1.227 2.048  -0.158
C 1.460 0.297 4.834  -0.134
C 3.263 2.558 2.300  0.096
C -3.350 -2.763 -0.784  1.778
C 0.738 -2.505 -5.257  -1.649
C 5.466 -1.838 1.493  -0.841
C -3.836 2.667 -3.004  -0.595
C 5.706 1.308 2.123  -0.238
C -2.614 2.831 -2.403  -0.211
C 4.433 3.305 2.371  -0.597
C 0.265 -1.426 3.629  -0.599
C 2.434 -0.094 -2.872  -0.140
C -0.699 3.514 2.424  -0.542
C -0.318 -4.572 -4.431  -1.559
C -3.206 -4.066 0.041  -1.621
C 2.976 2.080 -1.260  -0.404
C 5.180 -3.194 1.248  -0.700
C -4.907 3.501 -2.686  -0.759
C 3.106 -1.398 1.686  0.136
C 4.564 0.541 1.955  0.483
C -2.524 1.384 2.480  -0.632
C -1.063 2.882 3.602  -0.423
C -3.157 -1.578 0.153  -0.952
C -1.307 3.107 1.222  0.384
H -1.733 -1.409 -4.892  0.272
H -4.816 -3.552 -2.206  0.396
H 0.362 5.652 -1.215  0.410
H -3.982 -4.094 0.823  0.409
H 2.290 1.062 4.886  0.273
H 3.127 0.124 -3.662  0.574
H 0.888 0.541 6.880  0.431
H -5.524 5.018 -1.321  0.423
H 2.255 3.065 2.239  0.129
H -0.596 3.287 4.525  0.357
H 3.551 1.229 -0.808  0.101
H -5.801 3.454 -3.230  0.509
H 3.660 2.671 -1.846  0.595
H 6.571 3.167 2.484  0.390
H -0.374 -4.949 -5.470  0.425
H 1.883 -3.215 1.524  0.344
H -4.681 -1.773 -2.095  0.364
H 1.660 -2.992 -4.852  0.358
H 0.689 5.370 0.436  0.439
H -2.211 -1.691 0.607  -0.114
H 6.432 -1.498 1.473  0.624
H -5.507 -2.707 -0.820  0.417
H 3.683 -4.692 1.141  0.535
H 0.812 -1.442 -5.150  0.333
H 6.685 0.848 2.137  0.463
H -3.899 -1.653 0.957  0.736
H -2.210 -4.064 0.464  0.292
H 0.032 -1.979 2.735  0.311
H -3.890 1.953 -3.834  0.441
H 4.292 4.372 2.411  0.484
H 0.048 4.307 2.498  0.457
H -0.897 5.971 0.015  0.423
H -1.772 2.279 -2.751  0.642
H -1.172 -4.988 -3.869  0.293
H -0.656 -1.377 6.893  0.400
H 6.023 -3.863 1.118  0.404
H -3.297 -5.003 -0.558  0.361
H -3.313 -0.622 -0.357  0.165
H -3.195 0.514 2.455  0.460
H -0.963 -2.696 4.855  0.453
H -2.603 -2.838 -4.315  0.270
H 0.635 -4.818 -4.008  0.399
H -2.107 1.287 4.590  0.430
H 2.570 2.654 -0.435  -0.051
H -2.000 -2.828 -5.948  0.500
H -2.844 1.792 0.388  0.717
H 2.987 -0.600 -2.080  0.269
H 1.699 -0.775 -3.224  -0.530
H -3.374 5.238 -0.140  0.330
H 0.747 -2.802 -6.286  0.478

Forces on atoms 1 to 6 (eV/Å):
Ce -0.20 -0.13 0.33
As -0.38 -0.65 -1.25
S -0.01 -0.57 -0.14
P -0.18 0.57 0.42
P -0.31 0.22 -0.22
O -0.19 -0.55 -1.14

Q: Look up the charge of the fourth one.
A: +2